# 1
The following is a DFT calculation (ωB97M-V/def2-TZVPD) of a structure of composition C16H12N2O6Pb.

The geometry in XYZ format:
```
37
Properties=species:S:1:pos:R:3
C -1.3503 0.8768 -0.9184
O -0.5685 -4.6622 -0.1931
O 4.5264 -0.5716 -0.5140
C 0.6124 1.9201 3.5635
H -1.3149 3.0496 -1.0248
Pb 1.9461 -2.5754 -0.3498
H -2.0308 2.5754 2.5544
O 4.0074 -5.1727 -0.7424
C -1.7383 -0.2956 -1.5792
H 1.4204 1.4048 4.0845
O 0.5254 -0.9827 -0.3451
H 1.8219 -0.3881 2.2659
H -2.2958 2.7900 0.8305
H -1.5069 -1.2817 -1.1787
C 3.2990 -4.2779 -0.6035
H -2.7597 -1.1379 -3.2927
N -0.5894 1.6524 1.3930
C 1.0195 0.1689 1.8312
C 0.3731 -0.1017 0.5587
C 2.2065 -2.7473 1.7342
C -2.7686 1.0215 -3.3404
C 0.3330 -3.9259 -0.2444
H -3.3250 1.0798 -4.2809
C -1.5299 2.7311 1.6018
C -2.4466 -0.2216 -2.7820
H -0.9760 3.6710 1.6454
H -2.5960 3.1643 -3.1238
O 2.3494 -2.8205 2.8951
C -1.6451 2.1186 -1.4841
O 1.6087 -2.4149 -3.5962
N -0.5784 0.8109 0.3203
C -2.3625 2.1887 -2.6867
H -0.2709 1.8853 4.1945
C 1.7401 -2.4797 -2.4419
H 0.9150 2.9511 3.4043
C 3.6084 -1.2890 -0.4577
C 0.3412 1.2864 2.3024
```

## Properties
**LUMO energy (spin up / spin down)**: -8.68 / -8.63 eV
**Total charge**: +2
**HOMO-LUMO gap (spin up / spin down)**: 4.58 / 4.74 eV
**Energy relative to the best compared isomer or geometry (same formula, charge and spin)**: 204.4 kJ/mol
**Spin multiplicity**: 1
**E_tot**: -37270.49274 eV
**E_HOMO (spin up / spin down)**: -0.4870 / -0.4913 hartree

Quick look at the Mulliken charges, all values in e:
1 C 0.440
2 O -0.140
3 O -0.147
4 C -1.648
5 H 0.629
6 Pb 2.669
7 H 0.338
8 O -0.030
9 C -0.174
10 H 0.375
11 O -0.777
12 H 0.186
13 H 0.701
14 H 0.474
15 C 0.094
16 H 0.382
17 N -0.088
18 C -0.506
19 C 1.157
20 C -0.190
21 C -0.459
22 C -0.035
23 H 0.402
24 C -1.258
25 C -0.812
26 H 0.349
27 H 0.387
28 O -0.159
29 C -0.221
30 O -0.137
31 N 0.346
32 C -0.763
33 H 0.396
34 C -0.024
35 H 0.356
36 C -0.050
37 C -0.060



# 2
The following is a DFT calculation (ωB97M-V/def2-TZVPD) of a structure of composition C16H12N5O2Pt.

The geometry in XYZ format:
```
36
Properties=species:S:1:pos:R:3
Pt -0.1540 0.2705 -1.2526
C 1.8832 -1.1468 -2.5098
C 1.6529 -2.8727 1.3651
N -1.0242 4.1782 -2.0092
H 2.2813 -4.1318 2.9922
C 0.6924 -1.9347 0.9186
H 0.5012 2.0761 -3.9694
C -0.4512 -2.1289 3.0312
N 0.7709 -1.3798 -0.3342
C 0.5101 -3.0541 3.4873
C -0.3562 -1.5892 1.7815
H -1.2727 -1.8491 3.6777
C -2.4301 0.9447 1.0941
N -1.5408 1.2184 0.0738
C -0.0256 2.6492 -3.2268
C 1.7761 -1.7653 -1.1199
H 0.4259 -3.4746 4.4796
H -1.3978 5.0603 -1.7017
C -3.0070 2.0964 1.5182
H -3.7474 2.2858 2.2739
C 2.6966 -3.2464 0.4957
N -0.4403 2.0853 -2.0480
O 2.7861 -1.4412 -3.2435
H -1.0810 -0.8938 1.4190
C -1.6499 2.5284 -0.1424
O 0.9095 -0.3156 -2.7959
H 3.4359 -3.9648 0.8267
H -2.6392 -0.0490 1.4339
N -2.4992 3.0928 0.7284
H 3.5193 -2.9248 -1.4727
C -0.3843 3.9606 -3.2074
H -2.7570 4.0644 0.7776
H -0.2413 4.7460 -3.9269
C 1.5364 -3.4170 2.6669
C 2.7525 -2.6939 -0.7479
C -1.0311 3.0164 -1.3331
```

## Properties
**LUMO energy**: -3.45 eV
**Total charge**: +1
**HOMO-LUMO gap**: 8.39 eV
**Spin multiplicity**: 1
**E_tot**: -31575.17720 eV
**E_HOMO**: -0.4352 hartree

Quick look at the natural (NBO) charges, all values in e:
1 Pt 0.923
2 C 0.739
3 C -0.087
4 N -0.470
5 H 0.228
6 C 0.142
7 H 0.270
8 C -0.185
9 N -0.450
10 C -0.197
11 C -0.163
12 H 0.224
13 C -0.066
14 N -0.460
15 C -0.048
16 C 0.146
17 H 0.233
18 H 0.440
19 C -0.050
20 H 0.250
21 C -0.087
22 N -0.425
23 O -0.552
24 H 0.191
25 C 0.311
26 O -0.691
27 H 0.235
28 H 0.238
29 N -0.471
30 H 0.269
31 C -0.055
32 H 0.440
33 H 0.252
34 C -0.153
35 C -0.228
36 C 0.305



# 3
The following is a DFT calculation (ωB97M-V/def2-TZVPD) of a structure of composition C16H13ClN2O4ReSSbSe4.

The geometry in XYZ format:
```
43
Properties=species:S:1:pos:R:3
O -0.1119 -1.5475 1.4695
C 0.7381 -1.7479 0.3446
C -0.9233 -4.1317 -3.4825
H 1.4380 4.9090 -2.3827
H -0.9755 -2.1722 3.6690
S 0.8968 -3.5118 0.0602
Se 2.5463 0.6249 -2.3322
C -1.2764 1.4784 4.9458
C 0.1428 3.8003 0.3278
H -1.3705 2.4856 5.3261
N 1.6448 4.3330 -1.5792
H 1.7193 -1.3357 0.5528
H -1.2019 -4.9485 -4.1355
Se 0.9496 -1.2162 -6.6736
C -0.9857 -1.7808 -2.9686
N 0.1881 -1.0817 -0.8833
O -0.0691 2.5680 -0.3844
Se 2.8842 -1.4527 -3.2070
C -1.0623 -1.1567 4.0299
C -1.5569 -0.9159 5.2899
H 2.6468 4.3621 -1.4527
C 0.0935 -3.3535 -1.4761
O 0.3299 0.6054 1.1809
H -1.8673 -1.7282 5.9316
H 0.2477 5.6156 -0.6336
Se 0.4256 1.2512 -3.2073
C -0.2321 -4.4042 -2.3100
C -0.2422 -2.0372 -1.8127
H 1.6326 5.2300 0.3607
H -0.5005 2.0656 3.0444
C -1.6566 0.3993 5.7410
C -1.3127 -2.8314 -3.8001
O -0.3429 3.9233 1.3914
Sb 3.0187 -0.6783 -5.8615
Re 0.2771 0.8649 -0.9209
C -0.1293 -0.3040 1.9191
H 0.0249 -5.4200 -2.0392
C -0.6722 -0.0795 3.2221
C 0.9610 4.8233 -0.3950
H -1.3634 -0.7929 -3.1761
Cl -2.2621 0.6955 7.3111
C -0.7872 1.2398 3.6822
H -1.9038 -2.6469 -4.6858
```

## Properties
**LUMO energy (spin up / spin down)**: -8.51 / -8.47 eV
**Total charge**: +2
**HOMO-LUMO gap (spin up / spin down)**: 5.55 / 5.61 eV
**Energy relative to the best compared isomer or geometry (same formula, charge and spin)**: 18.6 kJ/mol
**Spin multiplicity**: 1
**E_tot**: -321368.38991 eV
**E_HOMO (spin up / spin down)**: -0.5166 / -0.5173 hartree

Quick look at the natural (NBO) charges, all values in e:
1 O -0.462
2 C 0.072
3 C -0.116
4 H 0.388
5 H 0.242
6 S 0.400
7 Se 0.251
8 C -0.235
9 C 0.811
10 H 0.255
11 N -0.850
12 H 0.225
13 H 0.247
14 Se -0.311
15 C -0.167
16 N -0.498
17 O -0.640
18 Se -0.289
19 C -0.121
20 C -0.235
21 H 0.381
22 C -0.068
23 O -0.698
24 H 0.256
25 H 0.259
26 Se 0.219
27 C -0.250
28 C 0.033
29 H 0.251
30 H 0.250
31 C 0.038
32 C -0.208
33 O -0.464
34 Sb 0.885
35 Re 1.150
36 C 0.821
37 H 0.251
38 C -0.182
39 C -0.352
40 H 0.229
41 Cl 0.107
42 C -0.120
43 H 0.245



# 4
The following is a DFT calculation (ωB97M-V/def2-TZVPD) of a structure of composition C16H13CuN3OS8.

The geometry in XYZ format:
```
42
Properties=species:S:1:pos:R:3
C -11.7276 -18.5699 11.4292
C -2.5799 -18.1686 6.6976
S -5.3278 -15.8771 10.0142
S -10.5608 -19.7973 11.9486
S -5.4607 -18.2794 8.5609
C -3.7491 -12.1571 4.5688
O -3.3048 -16.9718 6.5416
C -4.8987 -13.2391 7.7913
H -2.3310 -18.3834 7.7507
H -3.1591 -12.9644 1.3083
C -3.9809 -14.0920 6.0495
S -12.4514 -16.2499 10.4262
C -3.1221 -10.1650 3.3198
C -4.4208 -12.1912 7.0237
Cu -4.4763 -16.3234 7.9415
H -9.8398 -19.8100 9.6202
S -5.8437 -18.4870 11.4712
C -2.9366 -10.3223 0.9377
H -3.5281 -10.1740 5.4218
H -3.1415 -18.9857 6.3249
C -13.7892 -17.2842 10.4981
H -1.6055 -18.0659 6.2529
H -8.7385 -18.9253 10.6707
C -3.5209 -12.9512 3.4215
H -5.4694 -13.2197 8.7298
H -3.7002 -14.8590 5.3621
S -13.3950 -18.8945 11.0761
H -2.8343 -9.1510 3.3220
N -2.9064 -9.8005 -0.1165
H -3.7166 -14.0652 3.4178
C -9.4360 -19.7845 10.5621
C -3.0640 -10.9662 2.1803
N -4.4512 -14.4345 7.2782
S -9.8648 -16.4826 11.6365
S -15.2136 -16.6435 10.0702
N -4.0400 -12.7688 5.8130
C -3.2453 -12.3795 2.2154
C -5.5469 -17.5744 10.0880
H -4.7709 -11.1613 7.2276
C -11.3105 -17.2617 11.2318
H -8.9836 -20.7671 10.6147
C -3.4449 -10.7801 4.5016
```

## Properties
**LUMO energy (spin up / spin down)**: 2.30 / 2.30 eV
**Total charge**: -2
**HOMO-LUMO gap (spin up / spin down)**: 3.64 / 3.64 eV
**Energy relative to the best compared isomer or geometry (same formula, charge and spin)**: 17.5 kJ/mol
**Spin multiplicity**: 2
**E_tot**: -154642.61544 eV
**⟨S²⟩**: 0.76
**E_HOMO (spin up / spin down)**: -0.0492 / -0.0492 hartree

Quick look at the natural (NBO) charges, all values in e:
1 C -0.562
2 C -0.226
3 S -0.316
4 S 0.241
5 S -0.216
6 C 0.208
7 O -1.014
8 C -0.015
9 H 0.141
10 H 0.235
11 C 0.222
12 S 0.502
13 C -0.139
14 C -0.158
15 Cu 1.079
16 H 0.205
17 S -0.218
18 C 0.286
19 H 0.229
20 H 0.143
21 C -0.585
22 H 0.124
23 H 0.266
24 C -0.218
25 H 0.250
26 H 0.250
27 S 0.419
28 H 0.227
29 N -0.335
30 H 0.245
31 C -0.750
32 C -0.207
33 N -0.533
34 S -0.351
35 S -0.221
36 N -0.362
37 C -0.145
38 C -0.526
39 H 0.224
40 C -0.377
41 H 0.210
42 C -0.231